100
Properties=species:S:1:pos:R:3:mulliken_charge:R:1 method="wB97M-V/def2-TZVPD" smiles="NCC[C@@H]1OC(=O)O[C@H]1CCCO.CNC(C)=O.CNC(C)=O.CNC(C)=O.CNC(C)=O.CNC(C)=O.CNC(C)=O" e_tot_ha=-2160.63613 total_charge=0 homo_lumo_gap_ev=9.54
N 5.000 -5.026 3.381 -0.6255
C 6.147 -4.169 3.009 -0.9282
C 5.969 -2.684 3.356 -0.7164
C 5.239 -1.886 2.277 0.4667
O 6.072 -1.031 1.456 -0.5628
C 5.111 -0.548 0.589 0.5483
O 5.156 -0.558 -0.539 -0.4655
O 4.113 -0.117 1.367 -0.1987
C 4.167 -0.868 2.645 -0.4750
C 2.715 -1.334 2.882 -0.7141
C 2.413 -2.762 2.448 -0.0212
C 0.877 -2.974 2.374 -0.6328
O 0.500 -3.419 1.068 -0.4082
H 4.547 -4.621 4.192 0.2989
H 4.352 -4.961 2.607 0.3447
H 6.252 -4.288 1.933 0.4611
H 7.065 -4.555 3.440 0.3482
H 5.498 -2.576 4.329 0.3006
H 6.969 -2.253 3.428 0.4520
H 4.947 -2.642 1.543 0.1908
H 4.487 -0.115 3.344 0.6855
H 2.521 -1.184 3.940 0.4805
H 2.062 -0.639 2.372 0.2284
H 2.798 -3.455 3.184 -0.3254
H 2.831 -2.971 1.467 0.3774
H 0.581 -3.753 3.068 0.3815
H 0.350 -2.047 2.596 0.3130
H 0.918 -2.798 0.457 0.2212
C -2.837 -4.290 -3.322 -0.9483
N -2.912 -3.275 -2.291 0.0416
C -2.455 -3.326 -1.015 0.8741
C -1.768 -4.590 -0.554 -1.2547
O -2.603 -2.362 -0.274 -0.6820
H -2.287 -3.892 -4.177 0.2659
H -3.846 -4.547 -3.649 0.2646
H -2.339 -5.185 -2.963 0.4114
H -3.356 -2.398 -2.524 0.0704
H -1.463 -4.462 0.476 0.1446
H -2.451 -5.439 -0.617 0.4660
H -0.879 -4.781 -1.158 0.3487
C -5.544 2.094 -3.963 -0.9087
N -5.132 0.779 -4.420 -0.1279
C -4.074 0.039 -4.008 0.7394
C -3.184 0.624 -2.936 -1.3174
O -3.864 -1.065 -4.498 -0.6974
H -6.556 2.033 -3.560 0.2630
H -5.548 2.783 -4.809 0.3229
H -4.877 2.475 -3.197 0.3415
H -5.683 0.328 -5.135 0.2879
H -2.389 -0.082 -2.711 0.2450
H -2.736 1.557 -3.280 0.4658
H -3.753 0.804 -2.023 0.4001
C 1.000 4.194 4.302 -0.9407
N 1.540 2.884 3.988 -0.0670
C 2.627 2.279 4.510 0.7803
C 3.401 3.021 5.569 -1.5826
O 2.959 1.162 4.118 -0.4773
H -0.026 4.083 4.662 0.3379
H 0.996 4.791 3.394 0.2563
H 1.592 4.699 5.057 0.3374
H 1.068 2.330 3.288 0.2060
H 4.241 2.409 5.886 0.3267
H 3.782 3.961 5.169 0.3797
H 2.768 3.219 6.435 0.4179
C 4.287 6.243 -0.829 -0.8475
N 3.831 6.410 0.538 -0.1732
C 3.301 5.473 1.366 0.5764
C 3.151 4.069 0.833 -0.6269
O 2.960 5.775 2.503 -0.6552
H 5.343 6.511 -0.891 0.2886
H 3.719 6.909 -1.482 0.2804
H 4.160 5.221 -1.167 0.3207
H 3.901 7.323 0.958 0.2620
H 2.718 3.441 1.606 -0.1942
H 2.488 4.054 -0.033 0.3206
H 4.125 3.659 0.560 0.4479
C -10.099 -0.634 -1.527 -0.8093
N -10.129 -0.450 -2.966 -0.1729
C -9.176 -0.782 -3.879 0.7539
C -7.912 -1.426 -3.365 -1.2324
O -9.353 -0.559 -5.067 -0.6579
H -10.937 -1.264 -1.226 0.2785
H -10.198 0.336 -1.036 0.2708
H -9.173 -1.100 -1.206 0.3210
H -10.946 -0.024 -3.376 0.2244
H -7.253 -1.631 -4.204 0.2300
H -7.400 -0.751 -2.676 0.3338
H -8.138 -2.368 -2.864 0.4580
C 0.904 0.817 -3.887 -0.7986
N 0.648 1.825 -2.873 -0.1422
C 0.981 1.795 -1.554 0.7308
C 1.708 0.574 -1.049 -0.8949
O 0.695 2.734 -0.824 -0.7276
H 1.509 1.254 -4.684 0.3131
H -0.043 0.483 -4.313 0.2267
H 1.428 -0.037 -3.473 0.2912
H 0.166 2.667 -3.146 0.2658
H 1.910 0.692 0.012 -0.0817
H 1.094 -0.318 -1.191 0.3704
H 2.660 0.458 -1.569 0.4335

=====

93
Properties=species:S:1:pos:R:3:mulliken_charge:R:1 method="wB97M-V/def2-TZVPD" de_lowest_kcal_mol=37.5 spin_multiplicity=4 e_tot_ha=-9675.33359 s_squared=3.762 total_charge=0 homo_lumo_gap_ev="7.92 / 8.44"
V 0.266 -0.535 0.178 -0.5612
C -3.074 -1.649 3.069 -1.3296
As -2.072 -1.458 1.362 0.8219
C -2.030 -3.377 1.021 -1.2749
C -3.559 -1.251 0.051 -1.5939
C -4.171 0.125 -0.179 3.1041
C -4.454 0.782 1.175 -1.8792
C -3.264 1.021 -1.026 -1.8758
As -1.261 1.146 -0.852 1.9370
C -1.245 2.041 -2.622 -1.4409
C -1.319 2.598 0.459 -1.3148
C -5.519 -0.016 -0.910 -2.1880
As -5.832 -0.997 -2.641 0.3014
C -5.667 -2.879 -2.048 -1.0446
C -4.146 -0.970 -3.692 -0.9898
H -3.970 -2.256 2.928 0.3818
H -3.351 -0.691 3.509 0.3767
H -2.410 -2.163 3.766 0.4319
H -3.045 -3.786 1.008 0.6079
H -1.456 -3.875 1.797 0.2513
H -1.546 -3.574 0.066 0.2051
H -4.348 -1.947 0.360 0.9148
H -3.127 -1.615 -0.892 -0.2031
H -3.519 0.909 1.726 0.1361
H -5.121 0.157 1.767 0.4192
H -4.922 1.758 1.047 0.4998
H -3.613 2.061 -0.936 0.4595
H -3.420 0.737 -2.068 0.1473
H -1.796 2.983 -2.560 0.4689
H -1.750 1.390 -3.340 0.3499
H -0.245 2.242 -2.994 0.3641
H -1.953 3.422 0.118 0.3881
H -0.311 2.957 0.653 0.2547
H -1.726 2.192 1.391 0.3190
H -5.910 0.995 -1.093 0.4629
H -6.238 -0.494 -0.231 0.5839
H -6.277 -3.050 -1.163 0.3079
H -4.641 -3.168 -1.839 0.2188
H -6.046 -3.526 -2.840 0.4237
H -3.983 0.009 -4.141 0.3163
H -4.277 -1.682 -4.508 0.4657
H -3.262 -1.262 -3.126 0.1507
C 3.061 2.394 1.386 -1.3528
Si 3.144 0.505 0.978 0.0884
C 5.031 0.177 0.789 -1.2084
C 2.573 -0.236 2.646 -0.8170
C 2.092 0.164 -0.604 3.0117
C 2.167 1.484 -1.259 -2.1795
C 3.292 1.888 -2.002 -0.5951
C 3.391 3.176 -2.468 -0.9889
C 2.365 4.076 -2.188 -1.1763
C 1.277 3.594 -1.493 -0.7005
N 1.170 2.345 -1.051 1.6040
Si 2.433 -1.184 -1.925 0.6940
C 1.605 -2.901 -1.715 -0.8343
C 4.255 -1.537 -2.440 -1.3092
C 1.504 -0.540 -3.491 -1.1460
H 3.617 2.618 2.294 0.5167
H 2.032 2.716 1.542 0.2802
H 3.475 3.005 0.592 0.3138
H 5.550 0.484 1.693 0.4356
H 5.458 0.739 -0.037 0.3439
H 5.251 -0.872 0.633 0.3426
H 2.876 0.403 3.471 0.6537
H 3.008 -1.211 2.810 0.1958
H 1.490 -0.347 2.685 -0.0451
H 4.095 1.191 -2.165 0.3496
H 4.258 3.490 -3.033 0.4439
H 2.432 5.109 -2.489 0.4849
H 0.429 4.239 -1.284 0.3668
H 2.164 -3.533 -1.039 0.2332
H 1.546 -3.406 -2.675 0.5931
H 0.595 -2.797 -1.317 -0.1219
H 4.948 -1.400 -1.619 0.2890
H 4.569 -0.889 -3.251 0.4299
H 4.359 -2.561 -2.784 0.4700
H 0.446 -0.396 -3.260 0.0897
H 1.572 -1.246 -4.313 0.4752
H 1.897 0.406 -3.844 0.3218
C 1.051 -3.461 3.642 -1.3717
Si 1.406 -3.400 1.750 0.8569
C 3.306 -3.415 1.482 -1.1629
C 0.816 -5.124 1.104 -1.4986
O 0.742 -2.130 1.075 -1.2355
H 1.715 -4.169 4.129 0.4620
H 0.032 -3.775 3.858 0.3156
H 1.198 -2.494 4.112 0.3200
H 3.637 -4.366 1.082 0.5246
H 3.847 -3.258 2.409 0.4476
H 3.606 -2.641 0.788 0.1164
H 1.646 -5.824 1.111 0.5381
H 0.434 -5.095 0.089 0.3400
H 0.042 -5.563 1.729 0.4203

=====

95
Properties=species:S:1:pos:R:3:mulliken_charge:R:1 method="wB97M-V/def2-TZVPD" e_tot_ha=-1740.63535 total_charge=0 homo_lumo_gap_ev=7.04
Cd -0.977 1.207 -1.176 0.3014
C 2.745 1.733 -3.198 -0.8749
N 3.640 0.597 -3.160 0.2739
C 4.812 0.750 -3.997 -1.1165
C 3.489 -0.398 -2.221 0.3630
N 2.526 -0.369 -1.381 -0.4828
C 2.419 -1.433 -0.407 0.0093
C 1.063 -2.153 -0.365 -0.7921
N -0.054 -1.579 0.406 1.7161
C 0.408 -1.138 1.722 -2.8894
C -1.380 0.679 2.210 -1.5966
N -0.570 1.738 1.622 0.4295
C -0.616 2.903 2.114 -1.4373
N 0.096 3.980 1.496 0.4011
C 1.507 3.681 1.286 -0.9234
C -0.572 4.505 0.294 -1.0112
N -1.362 3.262 3.279 0.6227
C -0.513 3.932 4.258 -1.1609
C -2.550 4.049 2.981 -1.0353
C -1.137 -2.573 0.445 -1.6514
C -2.385 -2.132 -0.313 -0.1141
N -2.032 -1.885 -1.689 -0.3480
C -2.920 -1.781 -2.599 0.4770
N -4.301 -1.554 -2.423 0.3625
C -5.200 -2.654 -2.709 -1.0461
C -4.732 -0.698 -1.338 -1.0409
N -2.541 -1.819 -3.923 0.2089
C -3.352 -1.299 -5.001 -1.1486
C -1.200 -2.209 -4.292 -0.9602
N 4.476 -1.426 -2.334 0.3131
C 4.060 -2.629 -3.023 -0.9380
C 5.404 -1.618 -1.238 -1.0676
H 2.316 1.839 -4.198 0.3250
H 3.291 2.652 -2.958 0.3304
H 1.937 1.586 -2.489 0.0769
H 4.512 0.873 -5.042 0.3260
H 5.452 -0.119 -3.914 0.3537
H 5.380 1.640 -3.703 0.3327
H 2.663 -1.008 0.568 0.1880
H 3.147 -2.228 -0.595 -0.1268
H 1.288 -3.157 0.037 0.4532
H 0.708 -2.269 -1.392 -0.2080
H 1.117 -0.336 1.535 0.6760
H 0.931 -1.978 2.209 0.2029
H -2.002 1.060 3.021 0.6597
H -2.050 0.352 1.415 -0.1874
H 1.953 3.378 2.235 0.2410
H 2.010 4.588 0.947 0.4333
H 1.667 2.881 0.550 0.3014
H -1.459 3.922 0.047 0.2827
H 0.090 4.457 -0.572 0.3705
H -0.867 5.547 0.452 0.2942
H 0.358 3.310 4.473 0.2990
H -1.082 4.059 5.180 0.4025
H -0.166 4.914 3.915 0.3671
H -3.152 3.529 2.235 0.2394
H -2.309 5.055 2.609 0.3167
H -3.137 4.150 3.895 0.4095
H -1.423 -2.786 1.479 0.4522
H -0.800 -3.519 0.009 0.4516
H -2.782 -1.243 0.183 -0.1433
H -3.143 -2.924 -0.224 0.4404
H -4.832 -3.223 -3.562 0.3477
H -6.190 -2.259 -2.952 0.3037
H -5.309 -3.337 -1.855 0.2850
H -3.978 0.069 -1.161 0.2107
H -4.927 -1.239 -0.403 0.3646
H -5.661 -0.204 -1.636 0.3095
H -4.198 -0.753 -4.597 0.3507
H -3.726 -2.100 -5.649 0.3109
H -2.756 -0.620 -5.617 0.3734
H -0.664 -2.514 -3.400 0.1145
H -0.667 -1.374 -4.755 0.3358
H -1.229 -3.039 -5.007 0.3373
H 3.412 -2.360 -3.857 0.3278
H 3.517 -3.337 -2.379 0.2841
H 4.943 -3.140 -3.417 0.3130
H 5.418 -0.727 -0.612 0.3634
H 6.412 -1.776 -1.637 0.2810
H 5.155 -2.480 -0.606 0.3573
C -0.830 0.407 5.050 -1.9483
C 0.103 -0.344 4.092 2.4191
C 1.409 0.449 3.943 -1.5999
C 0.409 -1.700 4.745 -2.0046
C -0.611 -0.568 2.723 0.9531
H -0.388 0.435 6.048 0.5296
H -1.796 -0.099 5.123 0.3398
H -1.000 1.431 4.723 0.3370
H 1.756 0.785 4.923 0.4793
H 1.259 1.319 3.308 0.1123
H 2.199 -0.163 3.502 0.2983
H 0.942 -1.542 5.685 0.4754
H 1.031 -2.336 4.114 0.3600
H -0.516 -2.236 4.968 0.4200
H -1.389 -1.314 2.921 0.8551

=====

95
Properties=species:S:1:pos:R:3:mulliken_charge:R:1 method="wB97M-V/def2-TZVPD" smiles="CCOCCCCC[C@@]1(P(O)(O)=S)C[C@@H](C[C@@H](O)CN)OC1=O.CCN(CC)CC.CCN(CC)CC" e_tot_ha=-2380.60334 total_charge=0 homo_lumo_gap_ev=7.96
C 8.221 -1.567 -1.817 -0.9577
C 7.796 -0.628 -3.070 -0.2652
O 6.860 -1.286 -3.959 -0.4461
C 5.576 -0.635 -3.807 -0.1347
C 5.479 0.798 -4.544 -0.7258
C 3.993 0.935 -5.165 -0.5373
C 3.048 1.496 -3.962 -0.2169
C 1.519 1.065 -4.208 -1.1193
C 0.606 1.056 -2.894 1.9597
P 0.269 2.777 -2.185 0.7052
O 0.779 2.758 -0.549 -0.5257
O 1.253 3.976 -2.937 -0.5462
S -1.564 3.377 -2.329 -0.3876
C -0.655 0.132 -3.307 -1.0131
C -0.627 -1.133 -2.331 0.1297
C -0.253 -2.577 -2.896 -1.0256
C 1.272 -2.765 -3.335 0.6849
O 1.787 -3.958 -2.651 -0.5984
C 1.514 -2.997 -4.904 -0.5759
N 0.456 -3.757 -5.615 -0.5518
O 0.008 -0.639 -1.134 -0.4056
C 1.067 0.218 -1.607 -0.3811
O 2.148 0.160 -1.004 -0.5890
H 8.408 -2.618 -2.203 0.2628
H 7.411 -1.533 -1.003 0.2246
H 9.176 -1.101 -1.403 0.3327
H 8.741 -0.428 -3.691 0.3429
H 7.411 0.343 -2.621 0.2433
H 5.413 -0.487 -2.680 0.3117
H 4.748 -1.338 -4.156 0.0507
H 6.303 0.979 -5.303 0.3991
H 5.554 1.603 -3.724 0.3095
H 3.960 1.712 -6.012 0.3493
H 3.585 -0.072 -5.537 0.2438
H 3.213 2.622 -3.952 0.2593
H 3.435 0.982 -3.017 0.1682
H 1.510 0.044 -4.710 -0.1273
H 1.096 1.813 -4.977 0.4255
H 1.766 2.685 -0.626 0.3952
H 1.341 3.780 -3.895 0.3909
H -0.798 -0.044 -4.429 0.3873
H -1.657 0.640 -3.051 0.2166
H -1.732 -1.250 -2.027 0.4588
H -1.021 -2.849 -3.692 0.3737
H -0.433 -3.316 -2.032 0.3234
H 1.967 -1.918 -3.011 -0.0678
H 1.180 -4.690 -2.879 0.3480
H 1.776 -2.006 -5.426 0.1165
H 2.471 -3.630 -4.987 0.2781
H -0.408 -3.220 -5.727 0.2408
H 0.304 -4.664 -5.163 0.2983
C -6.558 2.949 2.621 -1.4466
C -5.107 2.853 2.163 -0.3301
N -4.565 1.499 2.229 0.3222
C -3.113 1.451 2.090 -0.5631
C -2.513 1.905 0.760 -0.7344
C -5.300 0.476 1.495 -0.6339
C -5.510 0.686 -0.004 -0.8202
H -6.686 2.523 3.619 0.3179
H -6.863 3.998 2.665 0.4467
H -7.238 2.439 1.934 0.2912
H -4.519 3.499 2.824 0.4452
H -5.025 3.272 1.153 0.2382
H -2.763 0.434 2.304 0.1070
H -2.677 2.067 2.884 0.2379
H -2.679 1.172 -0.030 0.0470
H -1.430 2.015 0.869 0.3570
H -2.905 2.871 0.436 0.2718
H -6.284 0.363 1.963 0.4556
H -4.818 -0.496 1.651 0.2377
H -5.850 1.696 -0.242 0.2367
H -6.278 -0.005 -0.364 0.4156
H -4.605 0.479 -0.575 0.0447
C -1.858 1.668 5.985 -0.9912
C -0.985 0.516 6.466 -0.3482
N -1.743 -0.574 7.070 0.0731
C -0.908 -1.524 7.799 -0.7195
C 0.113 -2.332 6.998 -0.9509
C -2.791 -1.163 6.243 -0.7462
C -2.388 -1.738 4.885 -0.8176
H -2.505 2.035 6.786 0.3286
H -1.228 2.500 5.658 0.4566
H -2.484 1.379 5.137 -0.1294
H -0.299 0.926 7.216 0.4495
H -0.368 0.165 5.630 0.2481
H -1.551 -2.220 8.351 0.3526
H -0.367 -0.971 8.575 0.4085
H -0.363 -3.109 6.401 0.2215
H 0.798 -2.835 7.686 0.3983
H 0.719 -1.701 6.343 0.2697
H -3.559 -0.401 6.074 0.3770
H -3.308 -1.941 6.815 0.3438
H -1.739 -1.064 4.321 0.1683
H -3.284 -1.902 4.280 0.3454
H -1.890 -2.702 4.982 0.2854

=====

109
Properties=species:S:1:pos:R:3:mulliken_charge:R:1 method="wB97M-V/def2-TZVPD" smiles="COP(=O)(OC)OC.COP(=O)(OC)OC.O=S1(=O)CCCC1.O=S1(=O)CCCC1.O=S1(=O)CCCC1.O=S1(=O)CCCC1.O=S1(=O)CCCC1" de_lowest_kcal_mol=96.8 e_tot_ha=-5053.35654 total_charge=0 homo_lumo_gap_ev=10.50
C 9.587 18.957 -15.935 -0.6872
O 10.761 19.627 -15.624 -0.2859
P 12.265 18.944 -15.860 1.0428
O 12.477 18.541 -17.288 -0.7150
O 13.218 20.235 -15.402 -0.3372
C 13.565 21.385 -16.240 -0.6047
O 12.523 17.771 -14.833 -0.2392
C 12.293 18.029 -13.388 -0.6202
H 9.221 19.057 -16.956 0.2532
H 8.835 19.294 -15.222 0.2870
H 9.692 17.954 -15.521 0.2926
H 12.732 22.081 -16.333 0.2476
H 13.895 20.898 -17.158 0.3067
H 14.359 22.006 -15.827 0.2287
H 13.132 18.421 -12.814 0.2493
H 11.934 17.016 -13.203 0.2688
H 11.468 18.729 -13.261 0.3128
C 12.064 13.285 -20.505 -0.6773
O 11.511 13.428 -21.819 -0.3221
P 10.308 12.453 -22.226 1.0266
O 10.563 10.996 -22.068 -0.6953
O 10.008 12.865 -23.771 -0.3360
C 9.548 14.199 -24.123 -0.6190
O 9.068 12.965 -21.283 -0.2833
C 8.960 12.294 -20.011 -0.6792
H 11.719 12.359 -20.044 0.3544
H 11.902 14.084 -19.781 0.2855
H 13.127 13.270 -20.743 0.2441
H 9.318 14.854 -23.283 0.3004
H 8.808 14.070 -24.914 0.2429
H 10.426 14.670 -24.565 0.2754
H 7.962 12.409 -19.588 0.2647
H 9.673 12.739 -19.318 0.2587
H 9.020 11.218 -20.173 0.3605
O 11.702 0.859 -12.367 -0.6527
S 11.409 2.108 -13.057 1.0961
O 12.031 3.347 -12.676 -0.6318
C 11.751 1.844 -14.785 -0.6156
C 10.471 1.851 -15.513 -0.6579
C 9.422 2.765 -14.853 -0.4335
C 9.615 2.456 -13.384 -0.7776
H 12.358 0.943 -14.867 0.3635
H 12.456 2.638 -15.033 0.3460
H 10.747 2.227 -16.499 0.3027
H 9.992 0.878 -15.624 0.3148
H 8.360 2.747 -15.099 0.3465
H 9.818 3.745 -15.122 0.2052
H 9.153 1.509 -13.103 0.3477
H 9.199 3.158 -12.662 0.4468
O 3.307 9.097 -12.271 -0.6071
S 3.196 8.717 -10.908 1.0460
O 3.567 7.354 -10.537 -0.6552
C 3.709 10.075 -9.789 -0.7188
C 2.439 11.058 -9.708 -0.5664
C 1.239 10.268 -9.838 -0.5642
C 1.387 8.841 -10.431 -0.6694
H 4.672 10.412 -10.170 0.4680
H 3.940 9.699 -8.792 0.3212
H 2.515 11.629 -8.783 0.3290
H 2.698 11.820 -10.444 0.3184
H 0.553 10.803 -10.494 0.2284
H 0.641 10.218 -8.928 0.3407
H 0.734 8.667 -11.286 0.4110
H 1.384 8.082 -9.648 0.3181
O 12.301 13.626 -4.977 -0.6231
S 13.639 13.559 -5.563 1.0407
O 13.784 13.428 -7.008 -0.6167
C 14.553 14.981 -4.828 -0.6074
C 15.797 14.407 -4.072 -0.7001
C 15.597 13.025 -3.548 -0.5074
C 14.764 12.307 -4.625 -0.7323
H 13.927 15.608 -4.194 0.3695
H 14.860 15.451 -5.762 0.3215
H 16.674 14.406 -4.720 0.2958
H 16.142 15.128 -3.330 0.3936
H 15.062 13.071 -2.600 0.2806
H 16.570 12.579 -3.342 0.3149
H 14.162 11.509 -4.192 0.3878
H 15.428 11.827 -5.344 0.3827
O 16.033 8.324 -18.788 -0.6255
S 17.073 9.147 -19.408 1.0451
O 17.516 10.417 -18.911 -0.6189
C 18.584 8.147 -19.850 -0.7534
C 18.372 7.532 -21.290 -0.5913
C 17.683 8.582 -22.075 -0.5987
C 16.559 9.190 -21.163 -0.6147
H 18.729 7.325 -19.148 0.4001
H 19.467 8.774 -19.970 0.3809
H 19.378 7.215 -21.565 0.3493
H 17.813 6.599 -21.229 0.3002
H 17.267 8.145 -22.982 0.3093
H 18.352 9.373 -22.414 0.2967
H 15.577 8.733 -21.285 0.3809
H 16.416 10.232 -21.451 0.3397
O 9.390 12.645 -13.782 -0.6308
S 9.775 11.584 -12.826 1.0150
O 9.369 11.597 -11.451 -0.6305
C 9.215 9.971 -13.441 -0.7545
C 10.360 9.314 -14.190 -0.6260
C 11.714 9.686 -13.462 -0.4974
C 11.562 11.123 -13.066 -0.7084
H 8.202 9.879 -13.833 0.4883
H 9.161 9.409 -12.509 0.3532
H 10.086 8.264 -14.289 0.3492
H 10.302 9.943 -15.079 0.2869
H 12.570 9.660 -14.137 0.2806
H 11.811 8.932 -12.681 0.3203
H 11.692 11.544 -14.063 0.3264
H 12.232 11.612 -12.358 0.4273